Below is 2 unconnected molecules or ions with the total composition C5H12NO in a non-equilibrium geometry, with properties calculated with ωB97M-V/def2-TZVPD.

Orbital gap: 8.2 eV
Charge: +1
F_max: 3.45 eV/A
E: -327.3416 Eh
HOMO energy: -0.493 Ha

Element x y z (Å)
C1 -0.441 -1.621 -0.508
C2 0.476 -0.674 -0.911
C3 2.322 1.099 -0.500
C4 -2.140 -0.026 0.783
C5 1.389 0.009 -0.120
N1 -1.491 1.149 0.505
O1 1.551 -0.386 1.127
H1 -0.824 -2.193 -1.303
H2 -0.189 -2.164 0.369
H3 0.231 -0.236 -1.838
H4 1.731 1.904 -0.821
H5 2.985 1.468 0.401
H6 2.953 0.822 -1.331
H7 -1.522 -0.751 0.072
H8 -2.232 -0.375 1.767
H9 -3.046 -0.070 0.220
H10 -2.103 1.605 -0.255
H11 -0.746 1.692 0.988
H12 1.097 -1.251 1.352

***

Below is 7 unconnected molecules or ions with the total composition C16H36Cl12IP, with properties calculated with ωB97M-V/def2-TZVPD.

SMILES string: C[PH3]CCCI.ClCCCl.ClCCCl.ClCCCl.ClCCCl.ClCCCl.ClCCCl
Orbital gap: 7.9 eV
F_max: 0.77 eV/A
E: -6792.4927 Eh
HOMO energy: -0.274 Ha

Element x y z (Å)
C1 0.698 -0.388 -0.522
P1 2.532 -0.074 -0.076
C2 4.373 0.424 0.246
C3 4.518 1.834 0.848
C4 3.744 2.888 0.023
I1 4.871 4.696 -0.289
H1 0.059 0.235 0.094
H2 0.375 -1.422 -0.417
H3 0.531 -0.044 -1.543
H4 2.754 -1.401 0.338
H5 2.751 0.266 -1.456
H6 2.123 0.843 0.926
H7 4.871 0.486 -0.725
H8 4.892 -0.265 0.917
H9 4.150 1.876 1.872
H10 5.576 2.076 0.798
H11 2.856 3.186 0.569
H12 3.484 2.486 -0.949
Cl1 -1.807 -3.279 0.776
C5 -1.413 -3.333 2.513
C6 -1.478 -1.968 3.152
Cl2 -0.177 -0.896 2.570
H13 -0.424 -3.771 2.619
H14 -2.139 -3.992 2.985
H15 -1.355 -2.058 4.229
H16 -2.429 -1.480 2.954
Cl3 3.092 -2.702 -1.930
C7 3.866 -4.009 -1.003
C8 4.788 -4.844 -1.854
Cl4 3.899 -5.813 -3.057
H17 3.079 -4.613 -0.557
H18 4.436 -3.536 -0.202
H19 5.333 -5.544 -1.223
H20 5.505 -4.224 -2.386
Cl5 0.991 1.133 -3.907
C9 -0.255 1.452 -5.141
C10 -1.586 0.845 -4.772
Cl6 -1.553 -0.937 -4.836
H21 0.104 1.067 -6.093
H22 -0.348 2.533 -5.219
H23 -2.346 1.174 -5.480
H24 -1.897 1.139 -3.776
Cl7 -4.780 2.885 -3.775
C11 -4.264 4.287 -2.804
C12 -2.948 4.846 -3.280
Cl8 -1.600 3.724 -2.960
H25 -4.209 3.974 -1.764
H26 -5.040 5.046 -2.899
H27 -2.727 5.771 -2.749
H28 -2.964 5.057 -4.346
Cl9 -4.913 -5.731 3.645
C13 -4.564 -5.807 5.390
C14 -4.652 -4.452 6.043
Cl10 -3.345 -3.370 5.497
H29 -3.575 -6.243 5.514
H30 -5.297 -6.477 5.837
H31 -4.553 -4.555 7.122
H32 -5.599 -3.965 5.827
Cl11 -2.788 3.945 1.407
C15 -1.220 4.789 1.523
C16 -0.184 4.182 0.613
Cl12 0.315 2.552 1.137
H33 -0.902 4.764 2.562
H34 -1.396 5.825 1.239
H35 0.712 4.803 0.612
H36 -0.550 4.106 -0.407

***

Below is a molecular structure, C28H37N7O4Pb, with properties calculated with ωB97M-V/def2-TZVPD.

Orbital gap: 5.9 eV
Charge: +2
F_max: 0.20 eV/A
E: -1965.6486 Eh
HOMO energy: -0.493 Ha

Element x y z (Å)
Pb1 0.198 -0.840 -0.024
C1 0.691 2.397 -2.102
N1 -0.378 1.597 -1.474
C2 -1.257 1.115 -2.551
C3 -1.056 2.252 -0.403
C4 -2.421 2.519 -0.447
C5 -3.078 3.095 0.633
C6 -2.385 3.420 1.784
C7 -1.021 3.187 1.842
C8 -0.344 2.620 0.762
N2 1.027 2.276 0.907
C9 1.855 3.143 1.365
C10 1.566 4.564 1.597
C11 2.269 5.253 2.500
C12 3.311 4.585 3.257
C13 3.746 3.343 2.968
C14 3.196 2.645 1.829
N3 3.827 1.649 1.276
C15 3.551 1.118 -0.062
C16 5.041 1.068 1.879
H1 0.266 3.102 -2.824
H2 1.244 2.973 -1.368
H3 1.376 1.736 -2.635
H4 -1.699 1.950 -3.106
H5 -0.661 0.525 -3.244
H6 -2.045 0.478 -2.157
H7 -2.987 2.285 -1.336
H8 -4.141 3.287 0.564
H9 -2.896 3.850 2.634
H10 -0.474 3.398 2.751
H11 0.762 5.006 1.027
H12 2.074 6.299 2.691
H13 3.799 5.134 4.053
H14 4.590 2.937 3.502
H15 4.457 1.255 -0.653
H16 3.340 0.051 -0.003
H17 2.721 1.633 -0.523
H18 5.910 1.674 1.622
H19 4.942 0.990 2.956
H20 5.168 0.071 1.469
O1 2.246 -1.816 -0.986
C17 2.408 -2.334 -2.101
C18 1.428 -2.535 -3.122
C19 1.905 -3.072 -4.332
C20 1.046 -3.284 -5.369
C21 -0.314 -2.987 -5.256
C22 -0.802 -2.471 -4.081
C23 0.043 -2.231 -2.977
O2 -0.497 -1.768 -1.881
N4 1.564 -3.840 -6.630
O3 0.766 -4.010 -7.525
O4 2.754 -4.064 -6.689
H21 3.421 -2.674 -2.357
H22 2.952 -3.319 -4.454
H23 -0.964 -3.173 -6.100
H24 -1.854 -2.247 -3.970
C24 -2.971 -4.608 0.806
N5 -3.181 -3.512 1.741
C25 -4.461 -3.536 2.448
C26 -2.433 -2.390 1.643
N6 -1.710 -2.122 0.571
N7 -2.433 -1.547 2.708
C27 -2.512 -2.034 4.081
C28 -2.023 -0.167 2.570
H25 -3.344 -5.524 1.260
H26 -1.909 -4.737 0.607
H27 -3.503 -4.454 -0.137
H28 -4.436 -4.217 3.299
H29 -5.236 -3.874 1.759
H30 -4.724 -2.541 2.791
H31 -1.974 -2.691 -0.225
H32 -2.500 -3.120 4.096
H33 -3.412 -1.679 4.584
H34 -1.642 -1.678 4.637
H35 -2.246 0.202 1.569
H36 -0.956 -0.025 2.784
H37 -2.582 0.440 3.282

***

Below is a molecular structure, C29H20Cl6PRu in a non-equilibrium geometry, with properties calculated with ωB97M-V/def2-TZVPD.

Orbital gap (spin up / spin down): 7.2 / 7.0 eV
F_max: 3.39 eV/A
2S+1: 6
E: -4314.3520 Eh
HOMO energy (spin up / spin down): -0.251 / -0.313 Ha

Element x y z (Å)
C1 -0.961 -1.902 2.617
C2 -0.759 -2.577 1.384
C3 0.628 -2.748 1.181
H1 -1.573 -2.915 0.754
C4 1.321 -2.241 2.317
C5 0.340 -1.743 3.262
H2 0.537 -1.511 4.298
H3 -1.935 -1.721 3.051
H4 1.108 -3.227 0.333
H5 2.389 -2.291 2.491
Ru1 0.328 -0.160 1.921
Cl1 2.583 0.223 1.906
P1 0.140 -0.294 -0.647
C6 1.305 -1.373 -1.586
C7 0.978 -2.048 -2.777
H6 -0.029 -2.003 -3.184
C8 1.944 -2.796 -3.457
H7 1.660 -3.333 -4.363
C9 3.256 -2.847 -2.987
H8 4.009 -3.416 -3.530
C10 3.598 -2.157 -1.821
H9 4.623 -2.182 -1.450
C11 2.630 -1.436 -1.126
H10 2.898 -0.912 -0.206
C12 -1.464 -0.752 -1.450
C13 -1.847 -2.102 -1.540
H11 -1.147 -2.892 -1.259
C14 -3.119 -2.460 -1.988
H12 -3.430 -3.505 -1.947
C15 -3.978 -1.481 -2.495
H13 -4.960 -1.759 -2.876
C16 -3.563 -0.148 -2.527
H14 -4.200 0.618 -2.969
C17 -2.332 0.219 -1.979
H15 -2.039 1.267 -1.980
C18 0.437 1.289 -1.512
C19 1.027 1.393 -2.777
H16 1.340 0.498 -3.313
C20 1.217 2.651 -3.357
H17 1.644 2.723 -4.360
C21 0.876 3.809 -2.649
H18 1.082 4.791 -3.075
C22 0.256 3.706 -1.402
H19 0.006 4.598 -0.828
C23 -0.053 2.446 -0.888
H20 -0.661 2.350 0.008
Cl2 -1.953 -0.150 4.801
C24 -1.074 1.287 4.474
C25 -0.261 1.431 3.339
C26 0.280 2.698 3.125
Cl3 1.236 2.997 1.739
C27 0.064 3.790 3.999
Cl4 0.692 5.333 3.633
C28 -0.706 3.615 5.163
Cl5 -0.967 4.895 6.255
C29 -1.261 2.347 5.408
Cl6 -2.161 2.105 6.844

***

Below is a molecular structure, C4H2S in a non-equilibrium geometry, with properties calculated with ωB97M-V/def2-TZVPD.

Orbital gap (spin up / spin down): 7.5 / 7.5 eV
F_max: 7.12 eV/A
E: -551.5505 Eh
HOMO energy (spin up / spin down): -0.332 / -0.332 Ha

Element x y z (Å)
C1 -0.742 -0.432 0.912
C2 -1.219 -1.714 0.046
C3 -0.112 0.720 0.548
C4 0.579 0.494 -0.604
S1 0.063 -1.251 -1.045
H1 -0.136 1.485 1.219
H2 1.568 0.696 -1.076

***

Below is 40 unconnected molecules or ions with the total composition H80O40 in a non-equilibrium geometry, with properties calculated with ωB97M-V/def2-TZVPD.

Orbital gap: 9.5 eV
F_max: 3.70 eV/A
E: -3057.4123 Eh
HOMO energy: -0.374 Ha

Element x y z (Å)
H1 -0.310 -4.753 -2.312
H2 -1.869 -4.098 -2.232
O1 -1.059 -4.296 -2.771
H3 -2.875 1.675 4.813
H4 -2.132 3.141 4.737
O2 -2.264 2.312 5.124
H5 0.855 -1.746 -3.741
H6 2.003 -0.997 -4.257
O3 1.530 -1.138 -3.393
H7 -1.421 5.266 1.755
H8 -1.857 5.202 3.085
O4 -1.032 5.180 2.599
H9 3.267 3.551 -5.053
H10 4.177 3.314 -3.791
O5 3.308 3.213 -4.160
H11 -0.723 0.782 -2.967
O6 -0.001 0.639 -2.342
H12 5.376 3.429 -0.385
O7 5.462 3.533 -1.325
H13 -4.942 -0.558 -4.163
H14 -3.953 -1.264 -5.157
O8 -4.194 -0.403 -4.809
H15 -0.179 2.717 -0.095
H16 0.938 3.314 0.656
O9 0.267 2.659 0.784
H17 -2.245 -1.281 -1.782
H18 -2.940 -1.932 -0.708
O10 -3.085 -1.262 -1.357
H19 -2.203 -1.135 -4.778
H20 -1.318 -1.989 -4.156
O11 -1.321 -1.070 -4.345
H21 -5.957 -0.513 -0.547
O12 -5.871 -0.419 0.393
H22 4.828 0.985 1.187
H23 3.573 1.904 1.410
O13 3.890 1.089 0.906
H24 -0.156 -3.678 -4.246
H25 -0.136 -3.101 -5.767
O14 0.300 -3.107 -4.883
H26 -0.324 -2.710 -1.662
H27 1.107 -2.453 -1.082
O15 0.202 -2.725 -0.876
H28 -2.132 -4.819 0.040
H29 -3.638 -4.487 -0.018
O16 -2.749 -4.258 -0.392
H30 3.601 -0.155 -3.868
H31 3.452 1.320 -4.312
O17 3.414 0.425 -4.589
H32 -5.133 -0.882 1.744
H33 -3.569 -0.890 1.906
O18 -4.403 -1.236 2.365
H34 -4.861 3.733 -2.795
O19 -4.327 4.522 -2.630
H35 -2.298 -3.017 2.924
H36 -0.718 -3.354 2.998
O20 -1.399 -2.680 2.926
H37 2.465 -0.250 4.194
O21 2.175 -0.839 3.446
H38 2.474 4.565 0.067
H39 2.331 3.745 -1.219
O22 2.388 3.629 -0.267
H40 -1.521 0.500 1.092
H41 -1.735 1.863 1.900
O23 -2.020 0.900 1.835
H42 3.983 2.134 -1.824
H43 4.633 1.045 -1.132
O24 4.366 1.267 -2.016
H44 1.364 1.870 6.000
H45 0.860 3.195 5.166
O25 1.460 2.780 5.790
H46 4.779 -1.521 0.743
H47 6.171 -1.492 1.372
O26 5.670 -1.967 0.708
H48 -3.471 1.470 -1.528
H49 -2.633 1.672 -0.264
O27 -3.273 2.085 -0.849
H50 -4.917 -0.957 4.194
H51 -3.551 -1.391 4.738
O28 -4.421 -1.079 5.022
H52 4.270 -3.044 1.621
H53 4.116 -3.719 2.955
O29 4.540 -3.821 2.073
H54 -2.539 -4.823 2.375
H55 -3.846 -3.753 2.565
O30 -3.473 -4.698 2.514
H56 3.610 2.911 3.652
H57 3.451 4.127 2.819
O31 3.988 3.282 2.840
H58 0.836 -0.482 -1.165
O32 0.773 -0.337 -0.161
H59 -1.974 2.055 -4.443
H60 -3.373 2.617 -4.934
O33 -2.466 2.767 -4.811
H61 -4.531 4.871 -1.718
H62 0.846 0.715 -2.760
H63 2.919 -0.590 2.817
H64 4.605 3.824 -1.637
H65 -6.129 0.548 0.517
H66 0.033 -0.930 0.001
O34 2.561 -1.840 0.532
H67 2.228 -1.770 1.403
H68 2.136 -1.268 -0.135
O35 -2.570 4.583 -0.029
H69 -3.087 4.949 -0.767
H70 -2.813 3.658 0.058
O36 1.883 -4.397 1.345
H71 2.823 -4.672 1.559
H72 1.987 -3.573 0.831
O37 1.200 -5.224 -1.840
H73 1.297 -5.991 -1.326
H74 1.522 -4.442 -1.358
O38 1.200 5.641 1.219
H75 0.776 5.664 2.135
H76 1.092 6.572 1.024
O39 0.364 1.401 3.951
H77 0.062 1.535 3.030
H78 0.600 0.387 3.976
O40 -0.616 -5.226 1.839
H79 -0.934 -5.999 1.408
H80 0.287 -4.766 1.612